# C4H8O2

2 unconnected molecules or ions with the total composition C4H8O2 (the ωB97M-V functional and the def2-TZVPD basis, the OMol25 dataset).

Atoms and positions in Å:
C 1.14227 0.29552 0.59725
C 0.26402 0.62763 -0.36376
C -0.99096 1.41020 -0.11011
O 0.41476 0.26115 -1.65981
H 0.96331 0.56186 1.63493
H 2.06170 -0.23574 0.36686
H -0.84046 2.44690 -0.42419
H -1.81331 0.99587 -0.70202
H -1.26714 1.40072 0.94870
H 0.55312 -0.70893 -1.69824
C -0.14271 -1.77935 0.36392
O 0.16179 -2.23259 -0.72500
H 0.50392 -1.86203 1.25107
H -1.12866 -1.32244 0.57543

The value obtained for the max |F| is 0.448 eV/A. The calculation puts the HOMO energy at -9.4 eV. Its relative energy (zero: lowest compared OMol25 entry of this formula, charge and spin) is 52.8 kcal/mol. The lowest unoccupied orbital energy is 0.84 eV. For the total energy, the calculation gives -307.628258 hartree. The SMILES is C=C(C)O.C=O.

---

# C24H24F24O12

6 unconnected molecules or ions with the total composition C24H24F24O12 at a distorted geometry (the ωB97M-V functional and the def2-TZVPD basis, the OMol25 dataset).

Atoms and positions in Å:
F 4.00846 7.61501 19.96012
C 4.71209 7.51752 18.82053
F 5.90632 8.11595 19.14770
C 5.01595 6.05505 18.46756
F 5.77646 5.52151 19.41828
F 5.83784 6.01372 17.32488
C 3.84467 5.15893 18.37255
O 2.98022 5.72989 17.45274
C 1.84423 5.22434 16.96609
F 0.87042 5.01747 17.91690
F 1.26215 6.06121 16.07833
C 1.98420 3.82438 16.32051
F 2.99274 3.91280 15.39781
F 2.37111 2.86122 17.21939
H 4.25961 8.04087 17.94212
H 3.35619 5.01342 19.35089
H 4.17554 4.23496 17.94631
H 0.99472 3.57159 15.97745
F 3.01153 -4.65083 23.96155
C 4.04402 -5.39645 23.37368
F 3.74870 -5.51263 22.07317
C 5.40766 -4.77788 23.58725
F 6.34874 -5.52490 22.99297
F 5.66023 -4.77286 24.88965
C 5.45975 -3.32689 23.13937
O 6.83900 -2.80963 23.32944
C 7.01786 -1.49586 22.75270
F 6.67550 -1.33981 21.47872
F 6.25415 -0.68679 23.44955
C 8.55946 -1.20744 22.91464
F 8.83218 0.12800 22.80870
F 9.05552 -1.64674 24.12757
H 4.06120 -6.35643 23.85281
H 4.70464 -2.74895 23.68688
H 5.17149 -3.22642 22.09643
H 9.07944 -1.82819 22.13074
F 5.39440 2.45694 19.78523
C 6.29001 1.50987 19.27596
F 5.73461 0.28563 19.49956
C 6.53265 1.66055 17.81797
F 7.06183 2.84498 17.51520
F 5.28798 1.66976 17.22016
C 7.21996 0.47278 17.12140
O 8.46722 0.23963 17.80298
C 8.86323 -1.07129 17.87454
F 7.97429 -1.89881 18.41921
F 9.23324 -1.65362 16.73877
C 10.05404 -1.04596 18.80847
F 9.61285 -0.63001 20.05816
F 10.44465 -2.33057 18.88174
H 7.13422 1.64593 19.88049
H 7.38260 0.77019 16.04427
H 6.53739 -0.37926 17.23774
H 10.78317 -0.32814 18.41259
O -1.28756 -0.21668 25.30427
C -0.16039 0.09088 25.09461
O 0.17387 0.88178 24.08634
C 1.56968 1.06266 24.08774
C 2.04381 0.43729 25.37216
O 0.93155 -0.32589 25.81060
H 2.02289 0.60343 23.19778
H 1.86891 2.09189 24.12075
H 2.42842 1.14033 26.08676
H 2.88444 -0.18115 25.12435
O -0.94091 2.80455 20.82694
C -1.47700 1.76099 21.10549
O -1.17127 0.62321 20.51842
C -1.94694 -0.42768 21.11640
C -2.98739 0.40056 21.90784
O -2.41751 1.63575 22.04171
H -2.39616 -1.14077 20.36349
H -1.34167 -1.01490 21.78567
H -3.20374 -0.08489 22.87959
H -3.94295 0.54622 21.41528
O 3.76598 -1.53727 21.24446
C 3.30106 -0.82196 20.36015
O 2.53817 0.23914 20.66468
C 2.26998 0.98804 19.49821
C 2.79700 0.06861 18.38907
O 3.42499 -1.02174 19.05785
H 1.20631 1.19013 19.42951
H 2.78603 1.96263 19.54209
H 3.51488 0.52072 17.73310
H 1.94811 -0.38540 17.88362

The value obtained for the max |F| is 3.678 eV/A. The calculation puts the HOMO energy at -11.0 eV. Its relative energy (zero: lowest compared OMol25 entry of this formula, charge and spin) is 0.0 kcal/mol. The lowest unoccupied orbital energy is 0.33 eV. For the total energy, the calculation gives -4228.612481 hartree. The SMILES is FC(F)C(F)(F)COC(F)(F)C(F)F.FC(F)C(F)(F)COC(F)(F)C(F)F.FC(F)C(F)(F)COC(F)(F)C(F)F.O=C1OCCO1.O=C1OCCO1.O=C1OCCO1.